Entry 1:
# C6H10O

A molecular structure, C6H10O (the ωB97M-V functional and the def2-TZVPD basis, OMol25).

Structure (XYZ):
```
17
Properties=species:S:1:pos:R:3:mulliken_charge:R:1
C 1.70555 -0.84017 -0.02341 -1.44
C 0.36098 -0.12899 -0.00087 0.76
C -0.52390 0.24866 -1.23225 -0.66
C -1.58526 0.36918 -0.12125 -0.11
C -0.90627 -0.83400 0.54668 -0.72
O -1.13011 1.48492 0.65283 -0.45
C 0.27139 1.20076 0.75625 -0.78
H 2.08058 -1.00587 -1.03685 0.31
H 1.61450 -1.81911 0.45865 0.32
H 2.47194 -0.28224 0.52693 0.34
H -0.28462 1.16480 -1.78308 0.28
H -0.69852 -0.58691 -1.91572 0.33
H -2.65815 0.45226 -0.29454 0.46
H -1.09479 -1.77834 0.02673 0.34
H -1.00198 -0.95253 1.63066 0.30
H 0.85660 1.99796 0.27718 0.34
H 0.57160 1.11855 1.80884 0.37
```

charge = 0
LUMO level = 0.9 eV
HOMO energy = -0.3442 Ha
frontier orbital gap = 10.29 eV
energy above the lowest of the compared OMol25 structures with the same formula, charge and spin = 97.9 kJ/mol
energy = -8430.226 eV

Entry 2:
# C6H10O

A single C6H10O molecule (the ωB97M-V functional and the def2-TZVPD basis, OMol25).

Structure (XYZ):
```
17
Properties=species:S:1:pos:R:3:mulliken_charge:R:1
C 0.84220 -1.51451 1.26776 -1.28
C -0.03409 -0.98846 0.12996 0.29
O -1.15244 -0.31246 0.70415 -0.45
C -1.65369 0.61818 -0.23946 -0.60
C -0.44719 1.08285 -1.03178 -0.15
C 0.77385 1.41606 -0.22378 -0.66
C 0.60273 0.03892 -0.79407 -0.27
H 0.58918 -0.97194 2.18673 0.32
H 1.90367 -1.35494 1.05679 0.30
H 0.68355 -2.58147 1.45434 0.34
H -0.39546 -1.82294 -0.49308 0.32
H -2.38782 0.14556 -0.91111 0.30
H -2.15547 1.41091 0.32491 0.30
H -0.59858 1.53647 -2.00620 0.37
H 0.65756 1.54735 0.85007 0.19
H 1.51471 2.06123 -0.68726 0.29
H 1.25728 -0.31081 -1.58799 0.40
```

charge = 0
SMILES string = C[C@H]1OC[C@H]2C[C@H]21
LUMO level = 1.2 eV
HOMO energy = -0.3551 Ha
frontier orbital gap = 10.83 eV
energy above the lowest of the compared OMol25 structures with the same formula, charge and spin = 61.7 kJ/mol
energy = -8430.601 eV

Entry 3:
# C6H10O

A single C6H10O molecule (the ωB97M-V functional and the def2-TZVPD basis, OMol25).

Structure (XYZ):
```
17
Properties=species:S:1:pos:R:3:mulliken_charge:R:1
O 1.98979 -1.05265 2.11306 -0.48
C 2.35143 -0.89348 0.97164 0.00
C 1.58941 -0.11244 -0.07190 -0.63
C 0.32927 0.56686 0.46413 -0.77
C -0.77340 0.67333 -0.56555 -0.08
C -1.58715 -0.55325 -0.87118 -0.54
C -2.20475 0.59523 -0.12091 -0.64
H 3.29759 -1.35611 0.61505 0.35
H 2.28607 0.60006 -0.53443 0.38
H 1.33704 -0.82703 -0.87027 0.33
H 0.57971 1.56056 0.85497 0.39
H -0.03135 -0.01155 1.32259 0.30
H -0.56667 1.33275 -1.40786 0.39
H -1.90651 -0.72967 -1.89422 0.26
H -1.35362 -1.45846 -0.31408 0.23
H -2.94631 1.20141 -0.63352 0.27
H -2.39053 0.46444 0.94247 0.23
```

charge = 0
SMILES string = O=CCCC1CC1
LUMO level = 1.1 eV
HOMO energy = -0.3602 Ha
frontier orbital gap = 10.87 eV
energy above the lowest of the compared OMol25 structures with the same formula, charge and spin = 69.7 kJ/mol
energy = -8430.518 eV

Entry 4:
# C6H10O

A single C6H10O molecule (the ωB97M-V functional and the def2-TZVPD basis, OMol25).

Structure (XYZ):
```
17
Properties=species:S:1:pos:R:3:mulliken_charge:R:1
O 2.32775 -0.99974 0.45768 -0.57
C 1.24747 -0.43377 -0.27408 0.29
C 1.05187 1.01494 0.09422 -0.64
C -0.12720 1.62960 0.01950 -0.34
C -1.36954 0.86488 -0.35374 -0.70
C -1.30184 -0.52427 0.28793 -0.60
C -0.05307 -1.28523 -0.17594 -0.73
H 2.17009 -0.81271 1.39186 0.35
H 1.59695 -0.47028 -1.31319 0.25
H 1.95400 1.55011 0.38710 0.42
H -0.21137 2.68711 0.26175 0.39
H -1.43807 0.76084 -1.44709 0.28
H -2.26816 1.40443 -0.03704 0.35
H -1.28874 -0.39753 1.37782 0.30
H -2.19888 -1.10542 0.04501 0.33
H 0.15988 -2.12142 0.49908 0.29
H -0.25603 -1.73011 -1.15766 0.31
```

charge = 0
SMILES string = O[C@@H]1C=CCCC1
LUMO level = 1.0 eV
HOMO energy = -0.3477 Ha
frontier orbital gap = 10.50 eV
energy above the lowest of the compared OMol25 structures with the same formula, charge and spin = 19.3 kJ/mol
energy = -8431.040 eV

Entry 5:
# C6H10O

A single C6H10O molecule (the ωB97M-V functional and the def2-TZVPD basis, OMol25).

Structure (XYZ):
```
17
Properties=species:S:1:pos:R:3:mulliken_charge:R:1
C 0.54181 0.66626 2.04314 -0.86
C 1.26525 -0.20294 1.08370 -0.54
C -0.15627 -1.60947 0.11330 -1.47
C 0.62303 -0.31785 -0.24966 0.62
C -0.27447 0.78919 -0.80133 -0.64
C -0.78576 0.54791 -2.19840 -0.07
O -0.63876 -0.47481 -2.82286 -0.47
H 0.69510 0.37099 3.08521 0.30
H -0.51757 0.91840 1.87452 0.29
H 1.11982 1.60329 1.91839 0.31
H 0.50521 -2.26474 0.68313 0.45
H -0.44695 -2.13443 -0.79185 0.41
H -1.05037 -1.40840 0.71108 0.36
H 1.36063 -0.59791 -1.01253 0.38
H 0.25389 1.75286 -0.81880 0.36
H -1.16032 0.95375 -0.17289 0.24
H -1.33427 1.40791 -2.64413 0.34
```

charge = 0
LUMO level = 0.5 eV
HOMO energy = -0.3003 Ha
frontier orbital gap = 8.72 eV
energy above the lowest of the compared OMol25 structures with the same formula, charge and spin = 339.7 kJ/mol
energy = -8427.720 eV

Entry 6:
# C6H10O

A single C6H10O molecule (the ωB97M-V functional and the def2-TZVPD basis, OMol25).

Structure (XYZ):
```
17
Properties=species:S:1:pos:R:3:mulliken_charge:R:1
O 0.98033 -1.55994 1.54832 -0.47
C 1.77755 -1.15247 0.73532 0.01
C 1.64379 0.14270 -0.03409 -0.64
C 0.42297 0.97613 0.36216 -0.82
C -0.79204 0.72510 -0.51966 0.00
C -1.27353 -0.67793 -0.78215 -0.45
C -2.08811 0.25030 0.07268 -0.69
H 2.69091 -1.74546 0.50660 0.35
H 2.59116 0.68632 0.08787 0.38
H 1.59578 -0.12336 -1.10045 0.33
H 0.67673 2.04168 0.32515 0.38
H 0.17761 0.74763 1.40447 0.32
H -0.88174 1.41004 -1.36325 0.37
H -1.64054 -0.91943 -1.77681 0.27
H -0.75927 -1.49351 -0.28052 0.16
H -3.01886 0.64070 -0.32791 0.27
H -2.10274 0.05152 1.14225 0.24
```

charge = 0
SMILES string = O=CCCC1CC1
LUMO level = 1.1 eV
HOMO energy = -0.3628 Ha
frontier orbital gap = 10.96 eV
energy above the lowest of the compared OMol25 structures with the same formula, charge and spin = 75.5 kJ/mol
energy = -8430.458 eV

Which value of HOMO energy does entry 3 give?
-0.3602 Ha

LUMO level of number 5 (C6H10O)?
0.5 eV

Repeat the sixth record exactly.
# C6H10O

A single C6H10O molecule (the ωB97M-V functional and the def2-TZVPD basis, OMol25).

Structure (XYZ):
```
17
Properties=species:S:1:pos:R:3:mulliken_charge:R:1
O 0.98033 -1.55994 1.54832 -0.47
C 1.77755 -1.15247 0.73532 0.01
C 1.64379 0.14270 -0.03409 -0.64
C 0.42297 0.97613 0.36216 -0.82
C -0.79204 0.72510 -0.51966 0.00
C -1.27353 -0.67793 -0.78215 -0.45
C -2.08811 0.25030 0.07268 -0.69
H 2.69091 -1.74546 0.50660 0.35
H 2.59116 0.68632 0.08787 0.38
H 1.59578 -0.12336 -1.10045 0.33
H 0.67673 2.04168 0.32515 0.38
H 0.17761 0.74763 1.40447 0.32
H -0.88174 1.41004 -1.36325 0.37
H -1.64054 -0.91943 -1.77681 0.27
H -0.75927 -1.49351 -0.28052 0.16
H -3.01886 0.64070 -0.32791 0.27
H -2.10274 0.05152 1.14225 0.24
```

charge = 0
SMILES string = O=CCCC1CC1
LUMO level = 1.1 eV
HOMO energy = -0.3628 Ha
frontier orbital gap = 10.96 eV
energy above the lowest of the compared OMol25 structures with the same formula, charge and spin = 75.5 kJ/mol
energy = -8430.458 eV